Record 1
DFT (ωB97M-V/def2-TZVPD) results for a structure of composition C12H25N3O4Tc.

## Properties
E_HOMO (spin up / spin down) (eV): -23.27 / -23.49
Net charge: +4
Multiplicity: 4
E_LUMO (spin up / spin down) (eV): -16.51 / -16.20
Frontier orbital gap (spin up / spin down) (eV): 6.761 / 7.287
Relative energy (zero: lowest compared OMol25 entry of this formula, charge and spin) (kcal/mol): 8.41

Each line ends with the Mulliken spin population.
Geometry (Å):
Tc 0.40 -0.15 -0.28  2.69
C -2.18 4.48 -0.04  0.00
N -1.05 3.61 -0.49  0.01
C 0.01 4.32 -1.26  0.00
C -1.03 2.37 -0.21  0.03
O 0.00 1.61 -0.64  0.08
C -2.10 1.64 0.59  0.00
O -1.69 0.27 0.72  0.03
C -2.65 -0.77 0.42  -0.01
C -2.09 -1.60 -0.73  0.02
O -0.83 -1.27 -1.12  0.03
N -2.71 -2.55 -1.32  0.00
C -2.13 -3.37 -2.42  0.00
C -4.11 -2.90 -0.94  0.00
H -2.20 5.35 -0.69  0.00
H -1.98 4.79 0.99  0.00
H -3.13 3.96 -0.12  0.00
H -0.43 4.61 -2.21  0.00
H 0.87 3.67 -1.42  0.00
H 0.28 5.20 -0.69  0.00
H -3.06 1.73 0.09  0.00
H -2.18 2.08 1.59  0.00
H -3.63 -0.35 0.18  0.00
H -2.75 -1.40 1.31  0.00
H -1.18 -2.97 -2.75  0.00
H -2.86 -3.35 -3.24  0.00
H -2.03 -4.38 -2.04  0.00
H -4.22 -2.87 0.14  0.00
H -4.30 -3.90 -1.30  0.00
H -4.79 -2.20 -1.43  0.00
C 3.18 -2.77 0.95  0.00
N 3.82 -1.47 1.24  0.06
C 5.21 -1.60 1.80  0.00
C 3.32 -0.32 1.03  -0.03
C 3.99 0.98 1.28  0.00
O 2.04 -0.21 0.52  0.08
H 3.90 -3.37 0.39  0.00
H 2.28 -2.65 0.36  0.01
H 2.96 -3.26 1.90  0.00
H 5.26 -2.55 2.31  0.00
H 5.40 -0.79 2.50  0.00
H 5.90 -1.58 0.96  0.00
H 4.95 1.00 0.77  0.00
H 4.17 1.11 2.35  0.00
H 3.38 1.81 0.93  0.00

=====

Record 2
DFT (ωB97M-V/def2-TZVPD) results for a structure of composition C25H36EuN5OSi2 at a distorted geometry.

## Properties
E_HOMO (spin up / spin down) (eV): -2.32 / -3.47
Net charge: -1
Multiplicity: 8
E_LUMO (spin up / spin down) (eV): 2.61 / 2.60
Frontier orbital gap (spin up / spin down) (eV): 4.925 / 6.078
Relative energy (zero: lowest compared OMol25 entry of this formula, charge and spin) (kcal/mol): 0.00

Each line ends with the Mulliken spin population.
Geometry (Å):
Eu -0.11 0.17 -0.08  6.97
N 0.68 2.72 0.35  0.01
C 1.23 2.98 1.64  0.01
C 0.70 4.01 2.42  0.00
C 1.23 4.30 3.66  0.00
C 2.30 3.57 4.14  0.00
C 2.82 2.54 3.37  0.00
C 2.32 2.23 2.11  -0.01
C 2.98 1.13 1.35  -0.06
C 4.37 1.12 1.36  0.00
C 5.09 0.09 0.78  0.00
C 4.39 -0.96 0.20  0.00
C 3.00 -0.93 0.16  0.01
C 2.21 0.11 0.71  0.06
H -0.03 3.41 0.10  0.00
H 1.41 2.72 -0.36  0.00
H -0.12 4.59 2.04  0.00
H 0.81 5.11 4.24  0.00
H 2.73 3.80 5.10  0.00
H 3.65 1.96 3.75  0.00
H 4.91 1.95 1.81  0.00
H 6.17 0.10 0.77  0.00
H 4.93 -1.79 -0.23  0.00
H 2.50 -1.78 -0.32  0.00
C -2.85 2.07 3.01  0.00
Si -2.96 0.62 1.75  0.00
C -1.79 -0.77 2.39  0.02
C -4.73 -0.12 1.84  0.00
N -2.32 0.91 0.19  0.01
C -2.62 1.94 -0.70  0.00
C -3.79 2.70 -0.59  0.00
C -4.12 3.68 -1.51  0.00
C -3.25 3.96 -2.55  0.00
C -2.08 3.23 -2.68  0.00
C -1.75 2.19 -1.81  -0.01
N -0.64 1.38 -1.99  -0.02
Si 0.58 1.37 -3.17  0.00
C 1.07 -0.48 -3.43  0.01
C 2.27 2.10 -2.54  0.00
C 0.30 2.10 -4.92  0.00
H -3.14 1.76 4.00  0.00
H -3.51 2.88 2.72  0.00
H -1.84 2.46 3.06  0.00
H -2.20 -1.22 3.28  0.00
H -0.80 -0.37 2.66  0.00
H -1.67 -1.58 1.66  0.00
H -4.99 -0.40 2.86  0.00
H -4.81 -1.02 1.23  0.00
H -5.48 0.58 1.50  0.00
H -4.45 2.47 0.23  0.00
H -5.05 4.22 -1.41  0.00
H -3.48 4.74 -3.26  0.00
H -1.41 3.44 -3.49  0.00
H 1.10 -1.01 -2.47  0.00
H 2.06 -0.54 -3.85  0.00
H 0.40 -1.01 -4.09  0.00
H 2.65 1.51 -1.71  0.00
H 2.22 3.15 -2.24  0.00
H 3.01 2.05 -3.34  0.00
H -0.70 1.90 -5.28  0.00
H 1.00 1.69 -5.64  0.00
H 0.44 3.18 -4.91  0.00
N -1.93 -2.63 -2.96  0.00
C -1.90 -1.80 -1.89  0.00
N -2.97 -1.05 -1.63  0.00
O -0.92 -1.82 -1.11  0.00
H -2.67 -2.59 -3.64  0.00
H -1.08 -3.11 -3.22  0.00
H -3.69 -0.91 -2.33  0.00
H -2.85 -0.32 -0.88  -0.01

=====

Record 3
DFT (ωB97M-V/def2-TZVPD) results for a cluster of 2 separate species, C17H23F3N4O4 in total at a distorted geometry.

## Properties
E_HOMO (eV): -9.13
Net charge: 0
E_LUMO (eV): 0.23
Frontier orbital gap (eV): 9.359

Each line ends with the Löwdin charge.
Geometry (Å):
C 1.35 -0.98 -4.99  -0.06
N 1.97 -1.64 -3.84  0.05
C 1.63 -1.68 -2.54  -0.43
O 2.43 -2.23 -1.80  0.05
C 0.37 -1.02 -1.91  -0.15
C -0.30 -1.97 -0.88  -0.04
C -1.42 -1.35 -0.07  -0.53
N -2.61 -1.27 -0.60  0.21
O -1.24 -0.94 1.07  0.03
N -0.62 -0.38 -2.79  0.10
C -1.47 -0.99 -3.61  -0.60
C -2.29 -0.10 -4.52  0.01
O -1.64 -2.20 -3.64  0.05
H 0.46 -1.53 -5.31  0.08
H 2.06 -0.96 -5.82  0.09
H 1.09 0.05 -4.74  0.08
H 2.82 -2.15 -4.03  0.14
H 0.79 -0.21 -1.32  0.15
H 0.46 -2.30 -0.16  0.12
H -0.67 -2.86 -1.38  0.12
H -3.35 -0.89 -0.03  0.13
H -2.77 -1.68 -1.51  0.10
H -0.60 0.63 -2.83  0.15
H -1.62 0.44 -5.19  0.08
H -2.87 0.60 -3.92  0.09
H -2.97 -0.72 -5.11  0.09
O 1.57 2.78 2.26  0.04
C 0.65 1.98 2.39  -0.43
N 0.87 0.65 2.06  0.06
C 2.16 0.08 1.71  -0.15
C 2.54 -0.92 2.80  -0.06
C 3.89 -1.57 2.55  -0.59
F 4.87 -0.63 2.53  0.12
F 3.89 -2.23 1.36  0.13
F 4.15 -2.46 3.55  0.12
C -0.66 2.42 2.92  -0.13
C -1.63 1.50 3.36  -0.02
C -2.84 1.93 3.91  -0.08
C -3.11 3.30 4.03  -0.09
C -2.16 4.23 3.59  -0.08
C -0.95 3.80 3.05  -0.01
H 0.04 0.05 2.02  0.07
H 2.94 0.84 1.61  0.13
H 2.08 -0.43 0.74  0.11
H 1.78 -1.71 2.85  0.13
H 2.57 -0.41 3.76  0.14
H -1.45 0.43 3.29  0.10
H -3.57 1.21 4.25  0.10
H -4.05 3.64 4.45  0.10
H -2.36 5.29 3.69  0.10
H -0.21 4.53 2.73  0.12

=====

Record 4
DFT (ωB97M-V/def2-TZVPD) results for the ion C5H11N2 with charge +1 at a distorted geometry.

## Properties
E_HOMO (eV): -14.13
Net charge: +1
E_LUMO (eV): -5.40
Frontier orbital gap (eV): 8.730
Relative energy (zero: lowest compared OMol25 entry of this formula, charge and spin) (kcal/mol): 60.80

Each line ends with the Löwdin charge.
Geometry (Å):
C -0.44 -1.08 -2.96  -0.02
C -0.46 -0.29 -1.77  0.01
N 0.00 -0.67 -0.55  0.17
C 0.02 0.11 0.67  -0.32
C -0.14 1.58 0.55  -0.01
N 0.34 -0.58 1.72  0.04
C 0.69 -0.08 2.97  -0.13
H -0.19 -2.20 -2.67  0.15
H 0.22 -0.79 -3.74  0.10
H -1.29 -1.12 -3.59  0.09
H -0.88 0.63 -1.93  0.12
H 0.37 -1.64 -0.56  0.18
H -0.78 1.88 -0.15  0.01
H 0.88 2.16 0.36  0.15
H -0.49 2.04 1.56  0.13
H -0.23 -0.35 3.73  0.16
H 1.48 -0.67 3.19  0.04
H 0.92 1.06 3.19  0.12

=====

Calculated total energy, respectively: -27662.74428, -71097.72249, -40307.77320, -8334.48257 eV.